No. 1
Computed, not measured: a molecular structure, C4H10NS, with wB97M-V/def2-TZVPD.

Summary:
E_HOMO = -13.50 eV
2S+1 = 1
Relative energy (zero: lowest compared OMol25 entry of this formula, charge and spin) = 3.1348 eV
Net charge = +1

XYZ file:
```
16
Properties=species:S:1:pos:R:3:mulliken_charge:R:1
C -1.10 -1.29 -0.51 -0.5024
C -1.75 0.12 0.11 -0.4843
C 0.26 -0.85 -0.73 -0.1844
C 2.59 0.79 -0.15 -0.9496
N -0.90 0.44 1.22 -0.4794
S 1.17 -0.08 0.52 0.2788
H -1.26 -2.00 0.27 0.3172
H -1.71 -1.65 -1.46 0.3043
H -1.73 0.89 -0.77 0.3217
H -2.74 -0.24 0.56 0.3167
H 0.71 -0.77 -1.69 0.4059
H 2.06 1.54 -0.66 0.3468
H 3.31 0.31 -0.79 0.3508
H 3.02 1.19 0.71 0.3976
H -0.59 1.35 1.18 0.3215
H -1.33 0.24 2.19 0.2388
```

---

No. 2
Computed, not measured: a molecular structure, C35H42IrO2S4Sb2, with wB97M-V/def2-TZVPD.

Summary:
E_HOMO (spin up / spin down) = -16.78 / -18.30 eV
2S+1 = 6
<S²> = 8.79
Relative energy (zero: lowest compared OMol25 entry of this formula, charge and spin) = 0.5430 eV
Net charge = +4

XYZ file:
```
86
Properties=species:S:1:pos:R:3:mulliken_charge:R:1
Ir 0.62 1.56 -0.71 0.4867
C 1.58 4.51 0.67 -0.4315
C 1.36 3.71 1.94 -0.9941
S 1.35 1.91 1.76 0.0996
C 3.10 1.45 1.75 -0.5179
C 3.86 1.70 0.46 -0.9920
S 3.04 0.87 -0.94 0.1470
C 3.57 1.93 -2.31 -0.7904
C 2.65 1.77 -3.51 -0.5601
S 0.88 2.06 -3.18 0.0262
C 0.66 3.85 -3.30 -0.8987
C 1.13 4.66 -2.10 -0.6182
S 0.35 4.05 -0.58 -0.0308
H 2.57 4.34 0.24 0.1463
H 1.48 5.58 0.88 0.5482
H 0.39 3.95 2.38 0.4219
H 2.12 3.97 2.68 0.5105
H 3.11 0.39 2.01 -0.0589
H 3.59 1.99 2.57 0.6523
H 4.86 1.29 0.54 0.5992
H 3.95 2.75 0.22 0.3509
H 4.58 1.63 -2.60 0.5673
H 3.60 2.95 -1.95 0.1938
H 2.69 0.75 -3.90 0.1117
H 2.94 2.44 -4.31 0.5969
H -0.41 3.98 -3.47 0.4372
H 1.17 4.19 -4.21 0.5096
H 0.85 5.70 -2.23 0.5554
H 2.21 4.61 -1.97 0.2564
C -0.49 -3.75 -0.54 -1.3998
C -1.92 -3.22 -0.42 -0.7133
C -2.13 -2.55 0.96 -0.3424
Sb -3.06 -0.66 0.79 1.6250
C -3.02 0.50 2.50 0.4024
C -3.30 1.86 2.42 -0.4206
C -3.29 2.60 3.59 -0.7715
C -3.02 1.98 4.80 -0.5333
C -2.75 0.62 4.87 -0.7826
C -2.75 -0.14 3.71 -0.4686
C -4.97 -0.67 -0.14 0.5067
C -6.02 0.00 0.47 -0.1524
C -7.37 -0.07 -0.08 -0.4962
C -7.64 -0.82 -1.21 -0.6163
C -6.60 -1.47 -1.83 -0.5469
C -5.26 -1.41 -1.29 -0.2014
Sb 0.99 -2.18 -0.57 0.6683
C 2.12 -2.48 -2.30 1.1139
C 3.21 -3.35 -2.35 -0.5646
C 3.81 -3.60 -3.57 -0.7514
C 3.33 -3.00 -4.73 -0.6281
C 2.23 -2.14 -4.67 -0.5882
C 1.62 -1.88 -3.46 -0.8065
C 1.97 -2.34 1.28 1.2319
C 3.04 -3.22 1.47 -0.8627
C 3.57 -3.37 2.75 -0.7487
C 3.04 -2.66 3.81 -0.7108
C 1.98 -1.78 3.61 -0.8428
C 1.44 -1.62 2.34 -0.5041
H -0.35 -4.29 -1.47 0.7065
H -0.23 -4.40 0.30 0.5229
H -2.63 -4.04 -0.53 0.4844
H -2.10 -2.52 -1.24 0.3488
H -1.19 -2.26 1.43 -0.2238
H -2.69 -3.16 1.66 0.7375
H -3.50 2.35 1.47 0.5407
H -3.50 3.66 3.55 0.4967
H -3.03 2.57 5.72 0.4761
H -2.55 0.15 5.82 0.4766
H -2.55 -1.20 3.77 0.4108
H -5.87 0.58 1.37 0.4724
H -8.16 0.48 0.43 0.4521
H -8.65 -0.87 -1.61 0.4808
H -6.78 -2.06 -2.72 0.4556
H -4.48 -1.95 -1.82 0.4406
H 3.61 -3.81 -1.46 0.3095
H 4.66 -4.26 -3.62 0.4662
H 3.80 -3.20 -5.68 0.4473
H 1.85 -1.70 -5.58 0.4911
H 0.75 -1.23 -3.42 0.4974
H 3.46 -3.79 0.65 0.4126
H 4.39 -4.05 2.90 0.4670
H 3.46 -2.78 4.80 0.4459
H 1.57 -1.23 4.45 0.5152
H 0.61 -0.94 2.20 0.4840
O -0.61 0.06 0.13 0.5296
O -1.91 0.17 -0.54 -0.7640
```

---

No. 3
Computed, not measured: a molecular structure, C28H37N7OsTe, with wB97M-V/def2-TZVPD.

Summary:
E_HOMO (spin up / spin down) = -13.68 / -13.68 eV
2S+1 = 1
Relative energy (zero: lowest compared OMol25 entry of this formula, charge and spin) = 0.0845 eV
Net charge = +2

XYZ file:
```
74
Properties=species:S:1:pos:R:3:mulliken_charge:R:1
Os -0.10 -0.31 0.18 0.3319
C 0.19 -0.14 3.22 -1.0227
N -1.00 -0.10 2.31 0.4820
C -2.03 -1.00 2.86 -1.8234
C -1.48 1.29 2.28 1.4373
C -2.45 1.80 3.11 -0.5254
C -2.89 3.11 2.94 -0.8957
C -2.37 3.90 1.93 -0.9467
C -1.34 3.42 1.13 -0.8744
C -0.86 2.13 1.34 -0.9883
N 0.14 1.50 0.55 1.2611
C 1.14 2.24 -0.11 -0.1358
C 1.52 3.55 0.19 -0.7265
C 2.49 4.17 -0.58 -0.9326
C 3.10 3.50 -1.62 -0.9570
C 2.78 2.18 -1.89 -0.7942
C 1.80 1.55 -1.13 1.1463
N 1.54 0.09 -1.22 0.6374
C 1.50 -0.34 -2.65 -1.1046
C 2.73 -0.53 -0.56 -0.9291
H -0.14 0.08 4.24 0.4332
H 0.65 -1.12 3.21 0.3420
H 0.91 0.62 2.92 0.3368
H -2.26 -0.73 3.89 0.5287
H -2.93 -0.93 2.26 0.5058
H -1.65 -2.01 2.88 0.4309
H -2.91 1.19 3.88 0.4109
H -3.67 3.50 3.58 0.4650
H -2.75 4.89 1.77 0.4663
H -0.95 4.03 0.33 0.7983
H 1.07 4.07 1.02 0.7367
H 2.78 5.19 -0.35 0.4282
H 3.86 3.99 -2.21 0.4444
H 3.31 1.66 -2.67 0.4017
H 2.43 -0.08 -3.15 0.3760
H 1.38 -1.41 -2.70 0.1709
H 0.68 0.16 -3.16 0.5262
H 3.63 -0.30 -1.12 0.4290
H 2.83 -0.10 0.44 0.4101
H 2.62 -1.60 -0.49 0.2177
Te -1.79 0.05 -1.61 0.2996
C -3.66 0.32 -0.72 0.4483
C -4.29 -0.63 0.09 -0.1973
C -5.56 -0.37 0.59 -0.4645
C -6.21 0.82 0.27 -0.5989
C -5.59 1.75 -0.55 -0.6713
C -4.32 1.51 -1.05 -0.7647
H -3.82 -1.57 0.30 0.4022
H -6.05 -1.11 1.20 0.4679
H -7.20 1.01 0.65 0.4342
H -6.10 2.67 -0.81 0.4348
H -3.84 2.25 -1.68 0.3860
C 0.73 -3.19 1.28 -0.8718
N -0.08 -2.59 0.14 1.2798
C -1.48 -3.17 0.28 -0.9197
N -1.50 -4.60 0.32 0.2093
C -0.68 -5.07 1.44 -0.7214
N 0.71 -4.62 1.30 0.1801
C 1.24 -5.13 0.03 -0.7119
N 0.44 -4.66 -1.10 0.1840
C 0.46 -3.23 -1.13 -1.1192
C -0.94 -5.13 -0.93 -0.7394
H 0.31 -2.82 2.22 0.3829
H 1.76 -2.83 1.18 0.1677
H -2.05 -2.81 -0.57 0.3365
H -1.91 -2.78 1.20 -0.0361
H -0.70 -6.16 1.47 0.3444
H -1.09 -4.70 2.38 0.3272
H 1.23 -6.22 0.05 0.3380
H 2.28 -4.80 -0.09 0.3493
H -0.16 -2.86 -1.95 0.2617
H 1.49 -2.91 -1.27 0.3721
H -0.96 -6.22 -0.90 0.3684
H -1.55 -4.79 -1.77 0.3433
```

---

No. 4
Computed, not measured: 3 unconnected molecules or ions with the total composition C26H38ClN3S, with wB97M-V/def2-TZVPD.

Summary:
SMILES = C#Cc1cccc2c1Sc1c(Cl)cccc1N2.CCN(CC)CC.CCN(CC)CC
E_HOMO = -7.98 eV
2S+1 = 1
Relative energy (zero: lowest compared OMol25 entry of this formula, charge and spin) = 7.5834 eV

XYZ file:
```
69
Properties=species:S:1:pos:R:3:mulliken_charge:R:1
C -3.06 -1.17 0.04 -0.3310
C -3.30 0.03 -0.69 -0.4883
C -3.63 1.11 -1.91 0.5401
C -2.45 1.76 -2.84 -0.3334
C -2.89 2.83 -4.05 -0.3700
C -4.48 3.22 -4.36 -0.4747
C -5.69 2.54 -3.43 0.1457
C -5.19 1.53 -2.24 0.2045
S -6.55 0.78 -1.13 -0.1399
C -8.04 0.70 -2.28 0.2824
C -9.12 -0.50 -2.00 0.0766
Cl -8.94 -1.74 -0.61 -0.1936
C -10.42 -0.59 -3.00 -0.3428
C -10.54 0.51 -4.22 -0.3111
C -9.43 1.72 -4.49 -0.4422
C -8.10 1.81 -3.48 0.1181
N -7.12 2.93 -3.75 -0.2027
H -2.91 -2.25 0.51 0.3427
H -1.34 1.46 -2.59 0.2643
H -1.98 3.26 -4.68 0.2587
H -4.67 3.99 -5.23 0.2860
H -11.20 -1.46 -2.80 0.2851
H -11.48 0.43 -4.92 0.2694
H -9.55 2.52 -5.36 0.2798
H -7.40 3.84 -3.31 0.3064
C 4.61 0.30 -0.18 -1.5358
C 3.37 -0.58 -0.35 -0.1878
N 2.15 0.18 -0.67 0.1979
C 0.93 -0.62 -0.55 -0.6228
C 0.76 -1.79 -1.52 -1.0409
C 2.21 1.05 -1.84 -0.6356
C 2.56 0.42 -3.18 -1.0064
H 4.44 1.07 0.58 0.2773
H 5.45 -0.32 0.16 0.3774
H 4.90 0.78 -1.11 0.4250
H 3.22 -1.11 0.59 0.3841
H 3.58 -1.34 -1.11 0.2060
H 0.05 0.03 -0.64 0.4023
H 0.88 -1.02 0.47 0.2327
H 0.50 -1.46 -2.52 0.1715
H -0.07 -2.43 -1.18 0.4044
H 1.65 -2.42 -1.57 0.3178
H 2.95 1.84 -1.64 0.3696
H 1.26 1.60 -1.94 0.3149
H 3.39 -0.28 -3.11 0.2668
H 2.85 1.20 -3.89 0.3913
H 1.70 -0.10 -3.62 0.2669
C 6.58 -1.57 6.35 -1.4054
C 5.30 -0.88 5.90 -0.3442
N 5.31 -0.47 4.50 0.1168
C 4.21 0.44 4.15 -0.4894
C 2.79 -0.11 4.25 -0.8811
C 5.58 -1.52 3.52 -0.3034
C 4.65 -2.73 3.50 -0.9869
H 7.46 -0.95 6.15 0.3255
H 6.55 -1.75 7.43 0.4290
H 6.72 -2.54 5.86 0.2906
H 5.19 0.02 6.53 0.4347
H 4.45 -1.53 6.13 0.2645
H 4.37 0.83 3.14 0.1672
H 4.28 1.32 4.80 0.3738
H 2.56 -0.78 3.42 0.0604
H 2.07 0.72 4.19 0.4115
H 2.60 -0.63 5.19 0.3150
H 6.61 -1.88 3.68 0.3482
H 5.61 -1.08 2.51 -0.0362
H 4.44 -3.11 4.50 0.3078
H 5.13 -3.54 2.94 0.3740
H 3.71 -2.51 3.00 0.2208
```

---

No. 5
Computed, not measured: a molecular structure, C10H4N2O4Ti, with wB97M-V/def2-TZVPD.

Summary:
E_HOMO (spin up / spin down) = -17.51 / -17.52 eV
2S+1 = 3
<S²> = 2.01
Relative energy (zero: lowest compared OMol25 entry of this formula, charge and spin) = 0.0000 eV
Net charge = +2

XYZ file:
```
21
Properties=species:S:1:pos:R:3:mulliken_charge:R:1
Ti 1.36 1.51 -0.11 0.3891
O 1.24 -1.68 -5.33 -0.1246
C 1.19 -1.25 -4.28 0.1246
C 0.51 3.17 0.57 0.4896
O 0.03 4.18 0.93 -0.0694
C 2.79 1.05 1.15 0.4431
O 3.66 0.77 1.88 -0.0872
C 2.22 1.72 -1.91 0.4407
O 2.80 1.98 -2.89 -0.0627
N -1.24 -2.19 4.15 -0.2948
C -1.26 -1.76 3.06 -0.2562
C -1.23 -1.25 1.70 0.2510
C -2.28 -1.49 0.82 -0.0982
C -2.18 -0.97 -0.46 -0.7266
C -1.07 -0.19 -0.81 -0.1343
N -0.06 0.05 0.06 -0.0532
C -0.12 -0.49 1.31 -0.0250
H -3.14 -2.07 1.13 0.5345
H -2.99 -1.09 -1.18 0.4220
H -0.98 0.29 -1.78 0.4398
H 0.72 -0.27 1.99 0.3977
```

---

- Which value of relative energy (zero: lowest compared OMol25 entry of this formula, charge and spin) does entry 1 give?
  3.1348 eV

---

- Number 3 is which compound?
  C28H37N7OsTe

---

- Which of these has the highest 2S+1?
  C35H42IrO2S4Sb2